Here is 13 unconnected molecules or ions with the total composition C27H84BN5O15PS at a distorted geometry from the Open Molecules 2025 dataset. Energies are from ωB97M-V with the def2-TZVPD basis set.

Geometry as XYZ:
```
134
Properties=species:S:1:pos:R:3:forces:R:3:mulliken_charge:R:1
C 1.780234 -2.129057 -0.690767 -0.121 0.111 0.435 -1.4451
C 1.158939 -1.059003 0.216287 0.053 -0.148 -0.594 0.0875
B 1.066813 0.337602 -0.458349 0.018 -0.111 0.590 0.7340
O 2.048830 0.794433 -1.261175 0.586 0.384 0.377 -0.5935
N -0.167731 1.225706 -0.174413 -0.595 0.378 -0.522 0.7109
C -0.427352 1.326741 1.269907 0.215 -0.601 0.462 -1.8102
N 0.863763 1.480466 1.892818 -0.330 0.171 -0.213 0.3942
C -0.892020 1.820005 -1.083559 0.732 -0.041 -0.254 -1.4260
N -0.566542 1.591393 -2.413188 -1.427 -0.151 0.459 -0.1939
C -1.269812 2.409897 -3.418213 0.302 -0.358 -0.954 -0.1571
N -0.780016 1.991026 -4.741417 -0.201 -0.302 0.212 -0.6535
N -1.974702 2.657133 -0.780431 0.627 0.103 0.702 0.9666
C -3.154767 1.907907 -0.236024 -0.178 -0.222 -0.557 0.2729
C -4.481630 2.447988 -0.722171 0.180 -0.188 -0.216 -1.2328
C -5.623026 1.529439 -0.297600 0.116 -0.012 -0.085 0.5494
C -6.958903 2.229469 -0.484034 -0.147 -0.396 0.375 -1.9821
C -5.647979 0.194157 -1.076862 -0.475 0.294 -0.005 -1.1376
C -5.485676 -1.100149 -0.278915 0.321 -0.707 0.877 0.0721
C -4.061081 -1.541656 -0.322884 0.318 -0.472 -0.094 -0.6577
C -3.593766 -2.462063 -1.193268 0.091 0.074 0.436 1.2580
C -4.261984 -3.794651 -1.383366 -0.646 1.153 -0.663 -1.1553
C -2.358006 -2.203471 -2.000961 0.760 -0.448 0.878 -1.1273
P -1.622876 4.179257 -0.144132 -1.432 0.974 1.152 0.6934
O -1.708317 5.094091 -1.429736 0.705 0.167 -0.453 -0.5440
O -0.093997 4.230979 0.271468 0.317 -0.430 -0.192 -0.3072
S -2.730993 4.784765 1.301662 -0.056 -0.413 -0.051 -0.3237
H 2.755280 -1.817060 -1.041262 0.117 0.114 -0.297 0.2972
H 1.948853 -3.035724 -0.116850 -0.143 -0.228 -0.109 0.4603
H 1.114793 -2.323237 -1.525394 0.099 -0.272 -0.249 0.2862
H 1.838146 -0.909453 1.053396 0.012 0.092 0.259 0.1117
H 0.210850 -1.397582 0.617768 -0.232 -0.141 0.167 0.3161
H 2.363055 1.676043 -1.006409 -0.389 0.061 -0.403 0.2377
H -0.823245 0.366616 1.590162 -0.154 -0.157 -0.027 0.6306
H -1.178909 2.065783 1.530839 0.046 0.337 -0.290 0.6060
H 0.864185 1.060221 2.815278 0.181 0.156 0.036 0.4767
H 1.124869 2.456628 1.981619 0.072 -0.092 -0.003 -0.3462
H -0.855581 0.627651 -2.594997 0.801 -0.204 -0.128 0.3015
H -2.344113 2.261806 -3.374097 -0.283 0.143 0.378 0.2947
H -1.030502 3.455525 -3.290057 -0.009 0.186 0.337 0.1453
H -1.567752 1.970429 -5.381010 0.115 0.221 -0.088 0.2840
H -0.469567 1.024574 -4.708232 0.185 0.072 0.006 0.2527
H -3.128789 1.833653 0.845547 0.078 0.289 0.279 0.3241
H -3.052868 0.889450 -0.602765 0.085 -0.204 -0.151 -0.6250
H -4.462523 2.484788 -1.811564 0.019 0.124 -0.179 0.2492
H -4.625419 3.459843 -0.360722 -0.091 0.143 0.126 0.5641
H -5.504214 1.322565 0.765853 0.025 -0.093 0.228 0.5435
H -7.151878 2.418096 -1.535705 0.023 0.294 -0.146 0.4069
H -7.740313 1.554625 -0.143240 -0.218 -0.027 0.034 0.4804
H -7.034473 3.129718 0.115602 0.022 0.309 -0.119 0.4371
H -6.636354 0.133528 -1.522999 -0.144 -0.005 -0.272 0.6663
H -4.945170 0.223934 -1.908425 0.157 -0.086 -0.097 0.3533
H -5.804295 -0.929867 0.747836 -0.393 -0.046 0.112 0.5092
H -6.097627 -1.873837 -0.739786 -0.202 -0.052 0.097 -0.3858
H -3.353212 -1.061049 0.349829 0.262 1.066 -0.778 0.3507
H -3.526907 -4.587471 -1.302539 0.227 -0.064 -0.097 0.0626
H -4.994498 -3.915472 -0.597990 -0.305 -0.316 -0.108 0.3726
H -4.722117 -3.833557 -2.369885 -0.181 -0.500 -0.113 0.2469
H -2.434817 -2.701292 -2.961515 -0.103 0.029 -0.237 0.4862
H -2.212122 -1.137588 -2.143297 -0.009 0.215 -0.163 -0.0300
H -1.459360 -2.603300 -1.540185 0.377 -0.221 0.093 0.1881
H -1.311041 5.951808 -1.193314 -0.284 -0.030 -0.344 0.3980
H -0.098188 4.384943 1.243042 0.422 0.064 0.293 0.1848
C 3.622334 1.811096 4.695569 0.001 -0.183 -0.293 -0.1833
O 2.620777 0.993832 4.083393 0.101 -0.061 0.047 -0.5087
H 3.309855 2.025252 5.713773 -0.077 -0.049 -0.002 0.1653
H 4.580747 1.289959 4.716493 0.036 0.056 0.069 0.3436
H 3.721569 2.744978 4.142134 0.205 0.035 0.174 -0.1428
H 2.917530 0.812847 3.183606 0.083 0.015 0.068 0.2443
C 5.543411 3.239416 -2.126764 -0.064 -0.132 -0.008 -0.6293
O 5.114350 2.135644 -1.318482 -0.339 0.315 0.038 -0.4617
H 6.369271 3.717643 -1.608041 0.016 -0.019 0.031 0.2520
H 5.887221 2.897226 -3.103339 0.042 0.021 -0.008 0.3388
H 4.740381 3.967411 -2.265282 0.024 0.036 -0.003 0.2689
H 4.390050 1.700319 -1.782214 0.227 -0.179 -0.041 0.2563
C 4.931909 4.177022 1.907502 -0.189 -0.243 -0.169 -0.7864
O 3.922220 3.333588 1.335602 -0.117 0.151 0.047 -0.3096
H 4.626563 4.412190 2.924267 0.015 0.049 0.027 0.1624
H 5.889751 3.656695 1.931887 0.070 0.106 0.048 0.3572
H 5.036297 5.104782 1.346712 0.056 0.037 0.035 0.3993
H 4.219519 3.129524 0.440537 0.092 -0.273 -0.018 0.1263
C 1.082667 3.853775 4.101259 -0.026 0.294 0.109 -0.0481
O 0.472657 4.762833 3.168072 0.046 -0.129 -0.567 -0.5366
H 0.307610 3.169810 4.439868 -0.034 0.008 -0.035 0.2976
H 1.879435 3.285770 3.624478 -0.055 0.056 0.056 -0.2309
H 1.495751 4.399427 4.954619 -0.136 -0.155 -0.203 0.2152
H 1.159700 5.374427 2.877626 -0.045 0.055 0.161 0.2905
C 7.703214 5.731263 3.957842 0.002 0.112 -0.127 -0.5487
O 7.197639 5.968768 2.646248 0.051 0.080 0.100 -0.4555
H 7.374888 4.738956 4.257087 -0.014 -0.022 -0.011 0.2028
H 8.794609 5.761003 3.973661 0.010 -0.036 0.045 0.3000
H 7.314908 6.462300 4.671003 0.002 -0.030 0.049 0.2572
H 7.485875 6.846293 2.375623 -0.022 -0.074 -0.026 0.2755
C 4.859371 -2.866414 -3.659697 -0.116 -0.106 0.008 -0.6281
O 4.300424 -3.880120 -2.830649 -0.148 0.102 -0.181 -0.3361
H 5.707426 -2.443201 -3.127206 0.013 -0.007 0.021 0.2389
H 5.207785 -3.277062 -4.610084 0.050 0.041 -0.008 0.3045
H 4.133960 -2.072198 -3.860669 0.047 0.046 -0.002 0.2363
H 3.551533 -4.258817 -3.302166 0.063 -0.043 0.074 0.2056
C 0.152629 -6.329311 -1.003501 -2.998 2.178 0.731 -0.4880
O -1.106621 -5.742128 -1.338518 -0.047 0.109 0.392 -0.4920
H 0.774093 -6.304880 -1.895015 -2.598 2.984 -0.227 0.1811
H 0.652425 -5.770071 -0.207791 0.225 -0.074 -0.036 0.3480
H 0.032815 -7.367276 -0.687995 -0.259 0.086 0.024 0.3465
H -1.657238 -5.766942 -0.549311 -0.095 0.026 -0.033 0.3037
C -7.833994 -6.171533 -0.649656 -0.203 0.220 0.008 -0.6112
O -7.047349 -5.114566 -0.090971 -0.112 0.116 -0.107 -0.4422
H -7.172676 -6.838934 -1.194268 0.112 0.056 0.027 0.2359
H -8.348708 -6.739198 0.127152 0.028 -0.027 0.007 0.2689
H -8.571762 -5.758750 -1.341592 -0.044 -0.153 -0.057 0.2839
H -7.644862 -4.530551 0.388804 0.057 -0.125 0.119 0.2787
C 5.894994 -4.900968 -0.294175 -0.190 -0.214 0.204 -0.2663
O 5.350739 -5.905050 0.556599 0.072 0.033 -0.040 -0.5182
H 6.744965 -4.459284 0.221919 0.020 -0.031 0.025 0.3072
H 6.231515 -5.328671 -1.241397 0.031 0.105 -0.047 0.2121
H 5.151983 -4.128930 -0.496828 0.093 0.090 -0.102 -0.0277
H 4.593423 -6.291540 0.102430 -0.092 -0.016 0.017 0.2958
C 2.090071 -7.740489 -1.925104 1.517 -1.198 -0.098 -0.5139
O 3.149250 -7.564278 -0.988917 0.360 -0.087 -0.039 -0.4732
H 1.269414 -7.098657 -1.613889 3.940 -3.822 -0.496 -0.2333
H 2.401578 -7.455927 -2.933466 0.047 -0.001 -0.189 0.3124
H 1.743492 -8.775562 -1.936721 0.017 -0.169 -0.095 0.3842
H 3.878608 -8.133685 -1.256846 0.019 0.037 0.142 0.2843
C -7.457690 -2.870024 -3.496944 -0.022 -0.064 0.164 -0.3738
O -8.345486 -3.000314 -2.394446 0.177 0.004 0.101 -0.5045
H -8.000087 -2.369377 -4.294509 -0.021 0.011 -0.010 0.3070
H -6.580749 -2.268198 -3.233428 0.012 0.019 -0.058 0.0465
H -7.122982 -3.847077 -3.855779 0.021 0.018 -0.053 0.2600
H -7.862675 -3.446834 -1.687564 -0.018 -0.052 -0.075 0.2596
C 3.501883 6.147530 6.867674 -0.028 -0.151 0.035 -0.6639
O 3.125427 4.918942 6.241508 0.158 0.108 0.215 -0.4214
H 3.612821 6.890382 6.082739 -0.003 0.000 -0.035 0.2245
H 2.735658 6.483629 7.568578 0.005 0.052 -0.004 0.3048
H 4.451574 6.045599 7.395998 0.022 0.046 -0.005 0.2641
H 3.028710 4.258493 6.935770 0.011 0.026 -0.058 0.2575
```
Forces are in eV/Å.

E_HOMO	-0.37052	Ha
total charge	+1
lowest unoccupied orbital energy	-2.980	eV
strongest force on any atom	5.51	eV/Å
electronic energy	-3245.5027	hartree